C35H28NP2ReS3 | ωB97M-V with the def2-TZVPD basis set

Each line ends with the natural charge from an NBO analysis.
Cartesian coordinates (Å):
Re: 0.2634 0.0301 -0.2990  0.690
S: -1.5523 -1.6557 0.4073  -0.314
P: 0.0495 -2.8665 0.1358  1.381
C: 1.3634 -1.6978 0.2636  -1.251
P: 1.9229 -1.2781 1.8892  1.437
S: 1.2240 0.6484 1.8666  -0.249
C: 3.7314 -1.2090 1.8697  -0.427
C: 4.3846 -0.0704 2.3238  -0.121
C: 5.7591 0.0170 2.2049  -0.220
C: 6.4739 -1.0270 1.6395  -0.177
C: 5.8196 -2.1636 1.1892  -0.207
C: 4.4449 -2.2557 1.2959  -0.188
C: 1.3810 -2.1731 3.3761  -0.431
C: 2.2530 -3.0480 4.0170  -0.124
C: 1.8461 -3.6841 5.1765  -0.222
C: 0.5781 -3.4534 5.6881  -0.174
C: -0.3010 -2.6068 5.0285  -0.198
C: 0.0948 -1.9652 3.8691  -0.181
C: 0.2654 -4.3148 1.1845  -0.429
C: 1.4871 -4.9576 0.9937  -0.221
C: 1.8058 -6.0602 1.7585  -0.147
C: 0.9083 -6.4995 2.7226  -0.194
C: -0.2863 -5.8305 2.9393  -0.197
C: -0.6204 -4.7289 2.1679  -0.162
C: 0.1046 -3.4086 -1.6027  -0.299
C: 0.0814 -2.4127 -2.5750  -0.183
C: 0.2191 -2.7308 -3.9101  -0.192
C: 0.3377 -4.0636 -4.2784  -0.184
C: 0.3017 -5.0612 -3.3202  -0.198
C: 0.1957 -4.7417 -1.9763  -0.200
H: 3.8119 0.7421 2.7488  0.225
H: 6.2697 0.9049 2.5421  0.229
H: 7.5459 -0.9516 1.5420  0.228
H: 6.3812 -2.9715 0.7459  0.226
H: 3.9170 -3.1277 0.9341  0.220
H: 3.2431 -3.2230 3.6219  0.220
H: 2.5262 -4.3477 5.6902  0.228
H: 0.2760 -3.9310 6.6089  0.227
H: -1.2910 -2.4366 5.4264  0.229
H: -0.5872 -1.2994 3.3563  0.243
H: 2.1664 -4.5845 0.2349  0.224
H: 2.7402 -6.5796 1.6004  0.218
H: 1.1413 -7.3776 3.3058  0.227
H: -0.9653 -6.1715 3.7064  0.230
H: -1.5507 -4.2003 2.3236  0.236
H: -0.0809 -1.3679 -2.2767  0.173
H: 0.2151 -1.9528 -4.6604  0.225
H: 0.4513 -4.3226 -5.3187  0.227
H: 0.3539 -6.0996 -3.6069  0.228
H: 0.1741 -5.5223 -1.2286  0.229
C: 3.4403 -0.1632 -1.4673  -0.671
C: 2.5192 0.6062 -2.3504  0.316
C: 2.9621 0.9503 -3.6368  -0.267
C: 2.2246 1.7869 -4.4276  -0.059
C: 1.0281 2.3306 -3.9220  -0.123
C: 0.2952 3.3151 -4.6123  -0.166
C: -0.8342 3.8596 -4.0553  -0.192
C: -1.3025 3.3908 -2.8306  -0.158
C: -0.6443 2.3801 -2.1481  -0.223
S: -1.3074 1.7385 -0.6748  0.034
C: 0.5786 1.8674 -2.6554  0.219
N: 1.3098 0.9769 -1.9073  -0.534
H: 4.4062 -0.2955 -1.9467  0.232
H: 3.0246 -1.1455 -1.2305  0.275
H: 3.5828 0.3642 -0.5213  0.243
H: 3.9084 0.5642 -3.9829  0.237
H: 2.5645 2.0661 -5.4135  0.233
H: 0.6585 3.6455 -5.5725  0.224
H: -1.3628 4.6509 -4.5632  0.233
H: -2.1922 3.8124 -2.3948  0.235

## Properties
Kohn-Sham gap (alpha / beta) = 5.65 / 5.88 eV
net charge = +1
HOMO level (alpha / beta) = -0.36404 / -0.36298 Eh
multiplicity = 2

=====

C35H29AlClF5N3O6S2Te | ωB97M-V with the def2-TZVPD basis set

Each line ends with the Löwdin charge.
Cartesian coordinates (Å):
Al: 0.4426 -0.8215 -0.2777  -0.471
C: 7.3727 -0.4144 3.6152  -0.062
C: 6.4252 -0.6823 2.4766  -0.281
C: 6.8996 -1.1108 1.2414  -0.046
C: 6.0273 -1.3865 0.1989  -0.047
C: 4.6631 -1.2381 0.3900  -0.255
C: 4.1695 -0.8130 1.6140  -0.045
C: 5.0513 -0.5340 2.6453  -0.029
S: 3.5570 -1.6678 -0.9454  0.606
O: 4.3535 -1.5586 -2.1470  -0.311
O: 3.0027 -2.9587 -0.6413  -0.328
N: 2.3943 -0.5611 -0.8712  -0.109
C: 2.8247 0.7671 -0.7726  -0.247
C: 3.8878 1.3626 -1.4097  0.001
C: 4.2128 2.7133 -1.1581  -0.063
C: 3.5032 3.4813 -0.2825  -0.048
C: 2.3975 2.9104 0.3898  -0.150
C: 1.5855 3.6089 1.3022  -0.003
C: 0.5294 2.9757 1.8987  -0.042
C: 0.2666 1.6379 1.5703  -0.080
N: 1.0063 0.9616 0.7218  0.126
C: 2.0670 1.5668 0.1345  -0.144
H: 8.3547 -0.1125 3.2496  0.070
H: 7.5078 -1.3107 4.2254  0.080
H: 6.9933 0.3726 4.2676  0.072
H: 7.9676 -1.2236 1.0897  0.106
H: 6.3930 -1.7008 -0.7693  0.110
H: 3.1011 -0.7176 1.7605  0.100
H: 4.6627 -0.1998 3.6009  0.113
H: 4.4717 0.7882 -2.1117  0.105
H: 5.0555 3.1445 -1.6852  0.101
H: 3.7610 4.5174 -0.1002  0.103
H: 1.8061 4.6483 1.5178  0.114
H: -0.1122 3.4855 2.6046  0.099
H: -0.5679 1.1013 2.0035  0.108
F: 0.9097 -4.6072 0.4651  -0.356
Te: 0.8409 -3.4858 1.9295  1.823
F: 2.6415 -3.4838 2.3809  -0.342
F: 0.4429 -2.8445 3.6512  -0.380
F: 0.7969 -5.1304 2.8311  -0.375
F: -1.0440 -3.6018 1.7369  -0.384
O: 0.9152 -1.7997 1.2867  -0.459
N: -1.3537 -0.7727 0.6055  -0.246
S: -2.6108 -0.0912 -0.0973  1.136
C: -3.3254 -1.1586 -1.3370  -0.371
C: -4.1903 -0.5605 -2.2423  -0.088
C: -4.7508 -1.3341 -3.2459  -0.080
C: -4.4243 -2.6814 -3.3424  -0.079
C: -3.5318 -3.2549 -2.4480  -0.066
C: -2.9659 -2.4913 -1.4363  -0.138
C: -3.8881 -0.1485 1.1538  -0.349
C: -4.6407 -1.2817 1.4261  -0.051
C: -5.5508 -1.2538 2.4719  -0.070
C: -5.7071 -0.1033 3.2334  -0.086
C: -4.9512 1.0267 2.9544  -0.082
C: -4.0380 1.0061 1.9107  -0.083
H: -1.5881 -1.5912 1.1585  0.033
H: -4.4007 0.5021 -2.1771  0.091
H: -5.4205 -0.8799 -3.9649  0.101
H: -4.8485 -3.2814 -4.1379  0.099
H: -3.2469 -4.2936 -2.5499  0.110
H: -2.2241 -2.9162 -0.7726  0.053
H: -4.5169 -2.1748 0.8275  0.114
H: -6.1376 -2.1356 2.6940  0.106
H: -6.4196 -0.0890 4.0482  0.101
H: -5.0715 1.9228 3.5495  0.102
H: -3.4305 1.8735 1.6785  0.102
O: -2.1393 3.2793 -0.8052  0.054
C: -2.5905 2.7419 -1.9843  -0.285
C: -3.8464 3.0521 -2.4901  -0.040
C: -4.2742 2.4831 -3.6828  -0.114
C: -3.4520 1.5963 -4.3599  -0.114
C: -2.2022 1.2857 -3.8378  -0.009
C: -1.7535 1.8572 -2.6564  -0.077
C: -0.3809 1.5022 -2.1128  -0.533
O: 0.5522 2.2645 -2.2871  0.111
O: -0.3905 0.3829 -1.4849  -0.065
H: -2.7738 3.9390 -0.5067  0.102
H: -4.4884 3.7408 -1.9490  0.110
H: -5.2524 2.7340 -4.0738  0.101
H: -3.7813 1.1415 -5.2850  0.102
H: -1.5586 0.5770 -4.3447  0.136
Cl: 0.0284 -2.4933 -1.7277  0.378

## Properties
Kohn-Sham gap = 7.18 eV
net charge = -1
relative energy (zero: lowest compared OMol25 entry of this formula, charge and spin) = 11.8 kcal per mole
HOMO level = -0.19308 Eh

=====

C35H29BF3NO2S | ωB97M-V with the def2-TZVPD basis set

Each line ends with the Löwdin charge.
Cartesian coordinates (Å):
C: -2.9513 0.4180 -2.7099  -0.005
C: -2.0404 1.4822 -2.2290  -0.197
N: -2.4436 2.7891 -2.2094  0.121
C: -1.4351 3.6324 -1.7142  -0.165
C: -0.3276 2.7945 -1.5316  -0.089
C: 0.6783 3.1284 -0.5500  -0.085
C: 0.5599 4.4278 0.0476  0.007
C: -0.5029 5.2260 -0.1818  -0.060
C: -1.5604 4.8381 -1.0385  0.054
C: -0.7265 1.4063 -1.6995  -0.119
C: 0.0675 0.3986 -0.9214  0.014
C: 1.4716 0.3444 -1.4762  -0.204
C: 1.9901 1.1751 -2.4971  -0.065
C: 3.3410 1.4219 -2.6896  -0.056
C: 4.2969 0.6061 -2.0905  -0.298
C: 5.7794 0.7760 -2.2601  -0.067
C: 3.8043 -0.4070 -1.2535  -0.048
C: 2.4412 -0.5454 -0.9697  -0.025
H: -2.3907 -0.2955 -3.3299  0.093
H: -3.3686 -0.1250 -1.8473  0.091
H: -3.7864 0.8182 -3.3061  0.084
H: -3.3931 3.1098 -2.4641  0.175
H: 1.7032 2.7387 -0.7084  0.169
H: 1.3516 4.7105 0.7394  0.138
H: -0.5621 6.2066 0.3105  0.117
H: -2.4704 5.4254 -1.1149  0.119
H: -0.4041 -0.5584 -0.6407  0.115
H: 1.2871 1.7333 -3.1418  0.119
H: 3.6749 2.2521 -3.3204  0.114
H: 6.2759 -0.1980 -2.1997  0.074
H: 6.0415 1.2560 -3.2075  0.073
H: 6.2073 1.3921 -1.4553  0.081
H: 4.5367 -1.0959 -0.8068  0.111
H: 2.1175 -1.3595 -0.3077  0.092
C: -0.7169 -3.0335 5.4362  -0.105
C: -1.0099 -2.9044 3.9853  -0.591
C: -2.2374 -2.8006 3.3739  -0.135
C: -2.1954 -2.8384 1.9313  -0.089
C: -0.8885 -2.8984 1.3724  -0.433
B: 0.2067 1.8719 0.4739  -0.519
C: -0.4758 -3.2460 0.0529  -0.263
C: 0.8447 -3.6612 -0.2751  -0.039
C: 1.0301 -4.4507 -1.4157  0.012
C: -0.0972 -4.7288 -2.1936  -0.144
C: -0.2216 -5.9158 -3.0868  -0.520
F: -1.3441 -6.6242 -2.7007  0.106
F: -0.3752 -5.6145 -4.4173  0.112
F: 0.8392 -6.7586 -3.0079  0.124
C: -1.2147 -3.9066 -2.1388  -0.011
C: -1.4324 -3.1642 -0.9880  -0.020
O: -1.2401 1.6920 0.8759  0.112
C: -1.2540 1.8971 2.2020  -0.221
C: 0.0707 1.9887 2.6918  -0.183
C: 0.2932 2.7410 3.8371  -0.011
C: -0.6836 3.6850 4.1539  -0.102
C: -1.9877 3.5336 3.6915  -0.104
C: -2.3179 2.4589 2.8909  -0.013
O: 0.9717 1.7652 1.6707  0.153
S: 0.2158 -2.9214 2.7678  1.068
H: -1.5878 -3.3890 5.9843  0.080
H: 0.0988 -3.7571 5.5827  0.077
H: -0.4055 -2.0770 5.8861  0.086
H: -3.1657 -2.7266 3.9348  0.109
H: -3.0627 -2.8037 1.3220  0.086
H: 1.6803 -3.5138 0.4347  0.106
H: 2.0186 -4.8219 -1.6643  0.126
H: -1.9498 -3.8937 -2.9345  0.127
H: -2.3935 -2.6505 -0.8237  0.117
H: 1.2097 2.6238 4.3880  0.109
H: -0.4235 4.5310 4.7971  0.102
H: -2.7341 4.2843 3.9337  0.102
H: -3.3273 2.1053 2.7503  0.110

## Properties
Kohn-Sham gap = 5.92 eV
relative energy (zero: lowest compared OMol25 entry of this formula, charge and spin) = 66.4 kcal per mole
HOMO level = -0.25231 Eh

=====

Energy, respectively: -3360.67276; -4233.57240; -2278.92960 a.u..